A cluster of 11 separate species, C40H74F4O23 in total at a distorted geometry. Source: OMol25; level of theory: the ωB97M-V functional and the def2-TZVPD basis.

XYZ file:
```
141
Properties=species:S:1:pos:R:3:mulliken_charge:R:1
C -3.69371 8.33158 -1.65840 -0.160
C 5.78095 3.13202 -0.39403 -0.212
H 8.64718 3.13480 -2.77696 0.252
C 1.58484 -11.39920 1.81716 -1.108
C 0.36135 -4.88404 -7.92646 -0.136
H -2.78479 -4.25245 -2.25096 0.174
C 0.11382 -6.28768 -8.51602 -1.207
H 0.46595 -7.05234 -7.82364 0.289
H 6.16955 4.82426 0.85853 0.310
O 1.66552 -7.86134 4.28126 -0.533
C -7.76990 2.97076 -6.32425 -0.432
H -3.48074 -2.10315 7.86347 0.244
H -1.59068 5.16287 6.49106 0.276
C -1.44756 4.57467 5.58461 -0.406
C -4.87706 9.20755 -2.03535 -1.179
H -0.82467 2.15319 -1.34300 0.327
C -1.65338 3.07271 5.73265 0.340
H -4.35732 -3.75807 -4.82900 0.256
H -8.16842 2.22105 -7.00779 0.282
F -1.60557 2.66988 7.02712 -0.265
H 5.56881 2.04287 10.66313 0.328
H 6.18247 4.65267 -6.12954 0.281
H 1.18711 -10.75998 3.79336 0.307
H -8.32471 3.81407 -4.38348 0.294
H -3.94805 -1.94069 5.67223 0.264
O -1.18830 7.38070 -0.90577 -0.619
C 5.11532 4.75115 -5.93062 -0.394
C -5.38718 -4.69236 -3.39805 -0.361
H -8.05525 -1.67812 7.94753 0.320
C 2.31830 -8.17401 3.32321 0.611
H -5.81349 -2.84577 -4.44298 0.335
H -5.76303 -5.25515 -4.25252 0.289
H 4.21712 -1.98301 8.44144 0.315
C 4.34167 -1.38471 7.53888 -1.197
F -8.84873 1.90369 -4.62421 -0.273
C -3.31460 3.94312 4.41851 0.667
H -5.80656 8.64999 -2.15057 0.353
C 4.46308 5.23867 -8.03568 0.641
H 0.56084 -6.45359 -9.49620 0.315
C -5.77282 2.74419 -5.29445 0.660
H -0.49387 4.87260 5.14895 0.238
H -0.59078 -0.55970 -2.26416 0.312
H 3.71685 -4.69516 -6.10994 0.292
H 4.98072 4.77082 -4.84914 0.353
O 3.90934 2.78744 8.06694 -0.615
O -2.38598 4.90162 4.54530 -0.316
H 4.54217 4.11007 1.14045 0.384
C -0.86528 1.21644 -0.78715 0.439
O -4.18574 3.94554 3.50383 -0.561
H 3.84636 -2.96082 -5.83097 0.359
O 0.50430 -0.58335 1.74405 -0.612
C -0.32609 9.37119 -1.93687 -0.945
H -4.73055 -3.46466 5.52512 0.319
H -1.96496 -6.33761 -1.63984 0.302
C 3.24433 -7.16271 2.61618 -0.922
C -8.00028 2.86554 -4.81143 0.393
C 5.58774 3.90406 0.91140 -1.149
H 6.60571 2.45306 9.29364 0.252
H 9.58746 4.22663 -1.53323 0.279
C 3.59544 -3.71686 -6.57498 -1.080
H -7.36868 -0.14087 7.86831 0.256
H 0.23159 -9.93533 2.57979 0.293
C 4.31795 3.59095 -6.52171 0.256
H 5.41641 -1.31701 7.37026 0.312
H -3.87134 8.11529 -0.60494 0.266
H 2.71433 -6.24417 2.36420 0.279
H 8.61514 3.16571 0.19829 0.307
H -0.12571 9.17350 -2.98991 0.239
H -7.84881 -0.75825 9.50280 0.294
H -0.94694 -6.50117 -8.64754 0.380
H 1.51283 -3.45490 -5.94322 0.317
C 4.64402 2.01953 8.71288 0.766
C -3.56334 -4.80265 -1.72254 -0.168
H -4.07297 -3.69533 8.23198 0.330
F -2.12518 0.77941 -0.61201 -0.284
O 4.31494 5.77585 -9.12092 -0.539
H 10.13769 2.65077 -1.95818 0.353
H -3.50813 -6.74209 -0.81696 0.294
H -0.68605 10.38736 -1.77580 0.331
H 5.37565 3.59398 10.02029 0.309
H -4.68731 9.71520 -2.98107 0.324
C -4.00048 -2.92802 6.13104 -1.149
H -3.70966 7.37585 -2.18222 0.311
H -4.32523 -2.67307 -3.48929 0.292
H -2.32261 -5.65067 -0.09560 0.369
O 6.88358 3.52771 -1.01438 -0.308
O -0.27467 1.13174 0.45890 -0.290
C -6.01474 -1.51571 8.72158 0.763
C 0.20215 -0.10547 0.64040 0.687
C 9.23253 3.25083 -1.86482 -1.077
H 3.59404 -7.44576 1.62337 0.307
H 5.62894 2.05268 -0.38941 0.380
H 4.18218 -7.08258 3.16584 0.275
O -5.63621 -2.31137 7.75190 -0.285
C -2.78626 -5.95475 -1.03403 -1.179
C 2.07673 -3.58714 -6.86660 -0.371
H 2.86872 0.17466 7.76442 0.291
H -8.17077 3.93239 -6.64463 0.226
H 4.16005 0.38772 6.56531 0.254
O 4.30092 3.92375 -7.88896 -0.302
C -7.42505 -1.00562 8.52948 -0.953
H -0.17076 -4.92135 -6.97590 0.213
C -4.27785 -2.80932 7.63104 -0.186
O -5.27672 -1.22406 9.66728 -0.604
H -5.00396 10.00682 -1.30518 0.296
F 3.05789 3.54126 -6.06085 -0.274
O 1.70653 -4.79147 -7.57039 -0.288
O 4.72313 0.76955 8.54876 -0.264
H -3.15058 -3.51373 5.78074 0.388
H 4.76026 2.60957 -6.35035 0.293
H 5.95099 3.26738 1.71811 0.271
C 3.93565 0.05230 7.57785 -0.114
C -1.39455 8.49553 -1.44518 0.714
H -4.13324 -4.07789 -1.14111 0.396
H 4.92944 3.55997 -0.92310 0.153
C 1.21596 -10.35820 2.78053 -0.228
H 1.68233 -11.01215 0.80288 0.305
O -6.33584 3.08065 -6.49384 -0.330
H 0.81048 -12.16633 1.81954 0.371
H 0.52904 9.27560 -1.26776 0.306
O -3.01907 2.89124 5.28322 -0.300
O -4.40239 -5.45920 -2.74911 -0.345
C -0.15860 0.11155 -1.52203 -0.548
H 8.07057 1.80586 -0.92075 0.319
O 2.14084 -9.27461 2.51985 -0.233
H 1.89536 -2.65048 -7.39376 0.326
H 3.90646 -1.96318 6.72396 0.360
O -6.74328 2.40912 -4.36525 -0.290
H -1.18153 2.35735 5.05907 0.326
O -4.55638 2.63686 -5.21086 -0.531
H 0.13361 -4.01875 -8.54897 0.306
O -2.51745 8.96900 -1.86070 -0.238
C 8.23682 2.87407 -0.78147 -0.259
O 4.71855 5.82103 -6.83936 -0.318
H 2.53037 -11.76843 2.21432 0.276
O 0.39486 -0.70835 -0.49231 -0.309
H -6.22080 -4.51007 -2.71986 0.316
H 4.11890 -3.66740 -7.52979 0.286
H 0.67331 0.54019 -2.08086 0.275
C -4.96947 -3.38208 -4.00926 -0.968
C 5.60659 2.57425 9.71218 -0.996
```

Values from the calculation:
- Max |F|: 6.0 eV/A
- Energy above the lowest of the compared OMol25 structures with the same formula, charge and spin: 53.3 kcal per mole
- 2S+1: 1
- Charge: 0
- Total energy: -100636.70011 eV